Record 1
DFT (wB97M-V/def2-TZVPD) results for C57H34CaCl6N4 as an isolated structure in a non-equilibrium geometry.

```
! RIJCOSX wB97M-V def2-TZVPD def2/J DEFGRID3
* xyz -2 1
Ca -0.258 0.001 -0.015
C 2.944 7.183 0.242
C 2.202 6.723 -0.835
C 1.689 5.434 -0.830
C 1.920 4.568 0.239
C 2.666 5.047 1.315
C 3.171 6.336 1.320
C 1.379 3.183 0.220
C 1.847 2.324 -0.749
C 2.976 2.632 -1.653
C 3.310 1.507 -2.287
C 2.364 0.447 -1.866
C 2.422 -0.851 -2.278
C 3.672 -1.295 -2.940
C 4.903 -1.006 -2.346
C 6.102 -1.390 -2.924
C 6.108 -2.108 -4.111
C 4.895 -2.431 -4.705
C 3.701 -2.031 -4.128
C 1.336 -1.921 -2.005
N 0.832 -1.868 -0.633
C 0.930 -3.029 -0.021
C 0.370 -3.371 1.237
C 0.914 -4.511 1.957
C 2.244 -4.931 1.736
C 2.801 -6.021 2.376
C 2.084 -6.739 3.323
C 0.803 -6.297 3.625
C 0.238 -5.215 2.975
C -0.661 -2.519 1.868
C -1.852 -2.925 2.576
C -2.458 -1.790 3.040
C -1.664 -0.684 2.613
N -0.596 -1.188 1.873
C -1.794 0.670 2.966
C -1.036 1.769 2.509
C -0.975 3.092 3.041
C -0.070 3.792 2.281
C 0.416 2.882 1.284
N -0.168 1.702 1.442
C -2.843 0.993 3.974
C -3.878 1.862 3.641
C -4.859 2.175 4.570
C -4.812 1.628 5.845
C -3.778 0.766 6.184
C -2.801 0.447 5.253
C 1.590 -3.981 -0.962
C 1.831 -3.343 -2.105
N 1.473 1.026 -0.989
H 3.342 8.190 0.244
H 2.010 7.371 -1.682
H 1.099 5.078 -1.662
H 2.847 4.386 2.153
H 3.751 6.681 2.168
H 3.460 3.592 -1.743
H 4.094 1.382 -3.016
H 4.906 -0.475 -1.402
H 7.034 -1.140 -2.430
H 7.042 -2.416 -4.565
H 4.869 -2.990 -5.632
H 2.774 -2.290 -4.622
H 2.873 -4.346 1.078
H 3.829 -6.287 2.153
H 2.519 -7.589 3.834
H 0.222 -6.801 4.391
H -0.749 -4.906 3.273
H -2.232 -3.929 2.653
H -3.378 -1.727 3.598
H -1.529 3.458 3.889
H 0.223 4.822 2.402
H -3.903 2.287 2.647
H -5.663 2.847 4.295
H -5.576 1.872 6.571
H -3.733 0.336 7.177
H -1.997 -0.230 5.503
H 1.768 -5.025 -0.763
H 2.250 -3.787 -2.994
Cl -2.719 -0.681 -5.453
C -2.340 0.610 -4.274
C -2.685 0.431 -2.957
C -2.462 1.513 -2.162
Cl -2.869 1.385 -0.398
C -1.938 2.732 -2.573
Cl -1.804 4.089 -1.506
C -1.543 2.839 -3.902
Cl -0.826 4.307 -4.480
C -1.741 1.761 -4.768
Cl -1.255 1.909 -6.433
Cl 1.328 -1.561 -8.809
C 0.958 -1.595 -7.094
C 1.025 -0.423 -6.361
C 0.726 -0.466 -5.010
C 0.367 -1.659 -4.386
C 0.101 -1.672 -2.914
C 0.291 -2.814 -5.156
C 0.590 -2.793 -6.510
H 1.290 0.509 -6.839
H 0.765 0.444 -4.425
H -0.315 -0.687 -2.673
H -0.651 -2.419 -2.645
H -0.003 -3.745 -4.687
H 0.532 -3.691 -7.109
*
```

The value obtained for the largest force on an atom is 1.26 eV/Å. The energy relative to the best compared isomer or geometry (same formula, charge and spin) is 92.8 kJ/mol. The value obtained for the calculated total energy is -159198.54360 eV. For the LUMO energy, the calculation gives 3.85 eV. The value obtained for the HOMO energy is -0.044 Eh.

Record 2
DFT (wB97M-V/def2-TZVPD) results for C57H46Br2N5O3P2PbTe as an isolated structure.

```
! RIJCOSX wB97M-V def2-TZVPD def2/J DEFGRID3
* xyz -1 1
Pb 1.289 -0.118 -0.503
C -1.850 -1.837 -3.950
O -1.467 -2.868 -3.047
C -0.441 -2.343 -2.267
N -0.243 -0.974 -2.480
C -1.452 -0.548 -3.239
C -1.346 0.682 -4.105
C -0.831 1.867 -3.579
C -0.766 3.017 -4.344
C -1.212 3.007 -5.663
C -1.739 1.841 -6.194
C -1.809 0.687 -5.415
C 0.310 -3.097 -1.440
C 0.186 -4.540 -1.303
C 1.086 -5.232 -0.577
C 2.202 -4.551 0.036
C 2.245 -3.200 -0.086
N 1.324 -2.448 -0.724
C 3.410 -2.419 0.392
N 3.511 -1.155 0.266
C 4.847 -0.748 0.718
C 5.486 -2.092 1.142
O 4.462 -3.084 0.899
C 5.588 -0.015 -0.370
C 6.317 1.129 -0.072
C 7.018 1.799 -1.071
C 6.986 1.327 -2.376
C 6.253 0.182 -2.678
C 5.559 -0.485 -1.679
H -2.923 -1.921 -4.128
H -1.309 -1.937 -4.894
H -2.212 -0.338 -2.477
H -0.488 1.876 -2.552
H -0.356 3.925 -3.916
H -1.151 3.905 -6.268
H -2.100 1.821 -7.217
H -2.234 -0.211 -5.847
H -0.635 -5.028 -1.816
H 1.002 -6.309 -0.486
H 2.979 -5.080 0.571
H 4.759 -0.090 1.582
H 5.748 -2.117 2.197
H 6.357 -2.347 0.543
H 6.327 1.506 0.947
H 7.584 2.690 -0.828
H 7.520 1.853 -3.159
H 6.218 -0.189 -3.696
H 4.963 -1.360 -1.924
Br 1.911 -2.568 4.425
C 2.518 -0.812 4.057
C 3.423 -0.223 4.950
C 3.939 1.015 4.704
Br 5.134 1.781 5.979
C 3.624 1.699 3.506
C 4.211 2.922 3.105
C 3.946 3.437 1.872
C 3.065 2.738 1.022
N 2.466 1.635 1.381
C 2.710 1.094 2.599
C 2.032 -0.183 2.887
O 1.132 -0.675 2.141
H 3.715 -0.763 5.840
H 4.892 3.425 3.780
H 4.415 4.354 1.533
H 2.850 3.104 0.019
C -4.325 0.487 1.068
N -3.008 0.230 0.480
P -1.945 1.474 -0.084
C -3.158 2.731 -0.686
C -3.498 3.909 -0.019
C -4.351 4.838 -0.606
C -4.877 4.608 -1.871
C -4.553 3.436 -2.546
C -3.705 2.510 -1.954
C -1.254 2.341 1.380
C -1.458 1.906 2.686
C -0.786 2.506 3.748
C 0.082 3.565 3.513
C 0.281 4.015 2.212
C -0.370 3.397 1.156
P -2.138 -1.244 0.719
C -2.712 -1.844 2.366
C -4.013 -2.293 2.620
C -4.375 -2.739 3.881
C -3.432 -2.768 4.907
C -2.133 -2.345 4.664
C -1.776 -1.881 3.400
C -3.096 -2.391 -0.354
C -2.873 -3.765 -0.227
C -3.494 -4.661 -1.083
C -4.344 -4.199 -2.084
C -4.553 -2.836 -2.231
C -3.925 -1.937 -1.375
H -4.686 1.464 0.759
H -4.308 0.458 2.161
H -5.038 -0.264 0.721
H -3.099 4.105 0.968
H -4.602 5.749 -0.072
H -5.534 5.339 -2.331
H -4.938 3.252 -3.542
H -3.453 1.601 -2.494
H -2.133 1.081 2.882
H -0.941 2.140 4.756
H 0.610 4.030 4.336
H 0.965 4.835 2.023
H -0.186 3.732 0.137
H -4.746 -2.309 1.820
H -5.389 -3.073 4.065
H -3.712 -3.132 5.889
H -1.388 -2.387 5.450
H -0.759 -1.556 3.192
H -2.199 -4.131 0.541
H -3.305 -5.723 -0.979
H -4.822 -4.899 -2.757
H -5.197 -2.468 -3.022
H -4.073 -0.868 -1.502
Te 1.765 -0.444 -3.406
*
```

The value obtained for the largest force on an atom is 0.71 eV/Å. The energy relative to the best compared isomer or geometry (same formula, charge and spin) is 0.0 kJ/mol. The value obtained for the calculated total energy is -244655.67082 eV. For the LUMO energy, the calculation gives 2.23 eV. The value obtained for the HOMO energy is -0.101 Eh.

Record 3
DFT (wB97M-V/def2-TZVPD) results for C57H49BrN6O8P2SY as an isolated structure in a non-equilibrium geometry.

```
! RIJCOSX wB97M-V def2-TZVPD def2/J DEFGRID3
* xyz -1 1
Y 0.233 0.160 -0.203
C 5.030 2.463 5.547
C 4.520 3.200 4.486
C 3.623 2.618 3.600
C 3.226 1.294 3.766
C 3.742 0.562 4.831
C 4.638 1.143 5.718
C 2.256 0.694 2.801
C 0.921 1.076 2.931
C 0.412 1.832 4.055
C -0.924 1.925 3.893
C -1.244 1.243 2.656
N -0.105 0.757 2.089
C -2.543 1.076 2.166
C -2.887 0.299 1.052
C -4.241 0.072 0.599
C -4.174 -0.825 -0.410
C -2.777 -1.154 -0.582
C -2.318 -2.195 -1.387
C -3.326 -2.863 -2.263
C -3.817 -4.130 -1.959
C -4.759 -4.740 -2.775
C -5.224 -4.087 -3.909
C -4.740 -2.823 -4.220
C -3.796 -2.216 -3.404
C -1.005 -2.688 -1.420
N 0.062 -2.137 -0.778
C 1.157 -2.884 -1.116
C 2.464 -2.678 -0.661
C 3.532 -3.545 -1.246
C 3.804 -4.803 -0.715
C 4.797 -5.600 -1.267
C 5.524 -5.145 -2.359
C 5.250 -3.894 -2.896
C 4.257 -3.093 -2.346
C 2.853 -1.746 0.301
C 4.174 -1.662 0.876
C 4.119 -0.718 1.846
C 2.761 -0.224 1.870
N 2.032 -0.842 0.908
C 0.765 -3.932 -2.022
C -0.573 -3.813 -2.209
N -2.019 -0.411 0.281
C -3.660 1.716 2.925
C -3.787 3.103 2.991
C -4.832 3.686 3.695
C -5.767 2.894 4.346
C -5.648 1.512 4.294
C -4.602 0.931 3.590
H 5.731 2.917 6.237
H 4.824 4.230 4.344
H 3.220 3.179 2.764
H 3.430 -0.468 4.962
H 5.030 0.562 6.545
H 1.006 2.201 4.877
H -1.639 2.385 4.555
H -5.123 0.532 1.013
H -4.991 -1.259 -0.965
H -3.455 -4.634 -1.070
H -5.133 -5.725 -2.523
H -5.960 -4.561 -4.547
H -5.093 -2.308 -5.105
H -3.406 -1.236 -3.653
H 3.232 -5.150 0.138
H 5.004 -6.576 -0.843
H 6.300 -5.765 -2.791
H 5.806 -3.535 -3.753
H 4.028 -2.126 -2.784
H 5.020 -2.263 0.583
H 4.915 -0.393 2.496
H 1.431 -4.662 -2.456
H -1.207 -4.420 -2.836
H -3.063 3.726 2.481
H -4.916 4.766 3.727
H -6.582 3.351 4.896
H -6.367 0.883 4.805
H -4.505 -0.147 3.550
C 1.205 0.923 -5.738
C 1.029 1.272 -4.266
O 0.895 2.699 -4.107
P -0.498 0.571 -3.581
O -0.366 -0.996 -3.782
O -1.641 0.909 -4.613
O -0.830 1.047 -2.204
P 2.431 0.570 -3.218
O 3.162 1.916 -2.736
O 3.321 -0.266 -4.046
O 1.710 -0.045 -2.030
H 0.364 1.304 -6.320
H 1.293 -0.153 -5.877
H 2.129 1.379 -6.092
H 1.664 2.980 -3.590
H 0.353 -1.364 -3.233
H -2.369 1.482 -4.252
H 2.843 2.163 -1.832
Br 1.586 2.609 -0.091
C 0.546 7.227 -4.284
C -0.142 6.676 -3.043
C 0.192 5.206 -2.825
N -0.401 4.672 -1.614
C -1.517 3.954 -1.477
S -2.078 3.478 0.003
N -2.113 3.589 -2.700
C -3.372 3.021 -2.835
O -3.550 2.116 -3.639
C -4.531 3.614 -2.113
C -5.527 2.755 -1.670
C -6.617 3.264 -0.983
C -6.729 4.632 -0.775
C -5.751 5.494 -1.256
C -4.646 4.985 -1.915
H 0.305 8.279 -4.442
H 0.243 6.677 -5.178
H 1.632 7.143 -4.200
H -1.228 6.777 -3.133
H 0.152 7.244 -2.157
H 1.274 5.072 -2.737
H -0.110 4.621 -3.695
H 0.165 4.668 -0.777
H -1.451 3.231 -3.384
H -5.412 1.692 -1.827
H -7.376 2.592 -0.601
H -7.579 5.028 -0.234
H -5.842 6.561 -1.099
H -3.861 5.647 -2.260
*
```

The value obtained for the largest force on an atom is 1.19 eV/Å. The energy relative to the best compared isomer or geometry (same formula, charge and spin) is 0.0 kJ/mol. The value obtained for the calculated total energy is -185741.77080 eV. For the LUMO energy, the calculation gives 1.38 eV. The value obtained for the HOMO energy is -0.164 Eh.

Record 4
DFT (wB97M-V/def2-TZVPD) results for C57H49CrF5N3OP2S as an isolated structure in a non-equilibrium geometry.

```
! RIJCOSX wB97M-V def2-TZVPD def2/J DEFGRID3
* xyz 1 5
Cr 1.338 -0.169 -0.475
O -0.586 0.503 -0.921
S -1.305 0.351 0.418
C -3.097 0.444 0.080
C -3.722 1.664 0.216
C -5.112 1.834 0.221
C -5.910 0.742 0.094
C -7.403 0.575 0.150
C -7.654 -0.904 -0.209
C -6.284 -1.509 -0.345
C -5.888 -2.777 -0.638
C -4.519 -3.035 -0.716
C -3.533 -2.092 -0.496
P -1.790 -2.723 -0.559
C -1.969 -3.477 -2.226
C -1.695 -4.777 -2.631
C -1.873 -5.146 -3.959
C -2.274 -4.217 -4.905
C -2.479 -2.898 -4.523
C -2.337 -2.539 -3.195
C -2.147 -3.857 0.848
C -2.411 -5.216 0.745
C -2.640 -5.972 1.885
C -2.593 -5.384 3.139
C -2.345 -4.024 3.249
C -2.132 -3.264 2.111
C -3.903 -0.744 -0.182
C -5.309 -0.511 -0.146
C -1.139 1.995 1.200
C -1.850 2.049 2.380
C -2.129 3.243 3.063
C -1.721 4.415 2.489
C -1.946 5.849 2.882
C -1.123 6.676 1.864
C -0.551 5.660 0.913
C 0.259 5.800 -0.179
C 0.770 4.631 -0.764
C 0.436 3.352 -0.356
P 1.647 2.080 -0.873
C 2.980 2.733 0.204
C 4.110 3.464 -0.136
C 5.008 3.860 0.848
C 4.784 3.543 2.178
C 3.642 2.836 2.531
C 2.759 2.430 1.550
C 1.836 2.475 -2.637
C 3.036 2.600 -3.330
C 3.026 2.831 -4.698
C 1.828 2.901 -5.390
C 0.627 2.736 -4.712
C 0.631 2.518 -3.347
C -0.530 3.174 0.677
C -0.931 4.367 1.322
H -3.121 2.553 0.343
H -5.520 2.827 0.352
H -7.909 1.253 -0.538
H -7.762 0.798 1.156
H -8.207 -0.997 -1.145
H -8.234 -1.418 0.559
H -6.597 -3.576 -0.812
H -4.203 -4.043 -0.957
H -1.328 -5.508 -1.926
H -1.703 -6.173 -4.253
H -2.414 -4.511 -5.936
H -2.765 -2.154 -5.255
H -2.508 -1.510 -2.898
H -2.435 -5.685 -0.228
H -2.846 -7.029 1.790
H -2.747 -5.982 4.027
H -2.311 -3.561 4.226
H -1.948 -2.199 2.201
H -2.261 1.123 2.769
H -2.695 3.221 3.984
H -1.627 6.032 3.909
H -3.006 6.098 2.824
H -0.318 7.228 2.353
H -1.741 7.404 1.338
H 0.567 6.766 -0.555
H 1.497 4.737 -1.561
H 4.294 3.755 -1.162
H 5.885 4.429 0.568
H 5.484 3.857 2.940
H 3.445 2.602 3.569
H 1.856 1.891 1.826
H 3.982 2.523 -2.811
H 3.960 2.953 -5.231
H 1.832 3.077 -6.457
H -0.311 2.779 -5.248
H -0.300 2.375 -2.812
F 1.124 -2.066 0.719
C 1.025 -3.055 -0.345
F 1.651 -2.349 -1.401
C 2.026 -4.108 0.098
F 3.327 -3.684 0.113
F 1.759 -4.510 1.350
F 1.991 -5.182 -0.696
C 4.697 -2.455 3.091
C 3.389 -1.703 3.279
N 3.162 -0.806 2.147
C 3.878 -0.833 0.991
N 3.293 -0.448 -0.127
C 4.159 -0.262 -1.290
C 5.242 -1.327 -1.339
C 6.056 -1.250 -0.059
N 5.176 -1.168 1.097
C 5.690 -1.518 2.413
H 4.540 -3.321 2.447
H 5.077 -2.803 4.050
H 3.415 -1.091 4.184
H 2.562 -2.413 3.363
H 2.214 -0.491 2.031
H 4.613 0.738 -1.238
H 3.534 -0.320 -2.187
H 5.892 -1.189 -2.202
H 4.765 -2.305 -1.418
H 6.710 -0.370 -0.073
H 6.682 -2.139 0.039
H 5.815 -0.609 3.013
H 6.662 -1.993 2.294
*
```

The value obtained for the largest force on an atom is 1.88 eV/Å. The expectation value of S² is 6.0207. The value obtained for the calculated total energy is -137838.89309 eV. For the LUMO energy (alpha / beta), the calculation gives -2.52 / -2.64 eV. The value obtained for the HOMO energy (alpha / beta) is -0.329 / -0.329 Eh.